# 1
Formula: C41H89BrF9N7O9P
Source: the OMol25 dataset
Level of theory: the ωB97M-V functional and the def2-TZVPD basis

Values from the calculation:
Molar mass, g/mol: 1106.06
Net charge: +1
E_tot, a.u.: -6489.378425

Last column: Löwdin charge in e.
Geometry (Å):
C 0.714 -7.838 1.358  -0.01
C 0.441 -6.439 2.230  -0.29
O 1.528 -5.722 2.528  -0.05
O -0.943 -6.148 2.634  -0.08
C -1.192 -4.704 2.784  -0.17
C -1.475 -3.971 1.319  -0.15
C -1.046 -2.391 1.272  -0.16
C 0.524 -2.102 0.902  -0.19
C 0.513 -0.450 0.668  -0.11
C 1.585 0.278 1.672  -0.13
F 1.011 0.134 3.062  0.00
F 2.918 -0.430 1.746  -0.03
C 1.922 1.842 1.314  -0.10
F 3.293 1.833 0.680  0.00
F 1.018 2.472 0.326  0.05
C 2.026 2.847 2.604  -0.06
F 2.778 4.065 2.120  0.02
F 2.883 2.301 3.723  0.04
C 0.578 3.417 3.150  -0.13
F 0.536 3.678 4.612  0.06
F 0.372 4.739 2.447  0.03
F -0.590 2.583 2.784  0.05
C 0.735 -0.414 -0.956  -0.09
C 0.875 -1.959 -1.579  -0.34
P -0.771 -2.806 -2.188  0.92
C -0.118 -4.101 -3.488  -0.29
C -1.903 -1.559 -3.085  -0.30
N 1.157 -2.734 -0.317  -0.13
C 2.543 -3.227 0.013  -0.07
C 3.746 -2.683 -0.952  -0.57
O 4.430 -3.627 -1.653  -0.08
Br 4.291 -0.784 -1.255  0.77
H 0.517 -7.660 0.210  0.09
H 1.858 -8.109 1.457  0.10
H 0.109 -8.751 1.795  0.10
H -0.360 -4.122 3.365  0.13
H -2.207 -4.609 3.405  0.15
H -2.662 -3.996 1.193  0.12
H -1.049 -4.633 0.454  0.10
H -1.360 -1.930 2.328  0.15
H -1.710 -1.811 0.466  0.12
H 1.045 -2.171 1.947  0.17
H -0.522 -0.038 1.092  0.17
H 1.533 0.383 -1.283  0.10
H -0.270 0.079 -1.331  0.11
H 1.536 -2.094 -2.533  0.14
H -0.973 -4.525 -4.171  0.07
H 0.685 -3.560 -4.186  0.05
H 0.499 -4.974 -2.955  0.06
H -1.949 -0.495 -2.601  0.05
H -3.012 -1.996 -3.011  0.06
H -1.670 -1.541 -4.253  0.07
H 0.640 -3.645 -0.504  0.12
H 2.886 -3.005 1.134  0.17
H 2.526 -4.418 -0.059  0.17
C 5.753 7.838 4.721  -0.07
C 4.936 6.796 3.959  -0.42
C 4.341 7.322 2.632  -0.20
O 3.213 8.189 2.789  -0.20
C 3.545 9.523 3.144  -0.10
N 3.887 6.273 4.848  0.04
H 5.132 8.557 5.257  0.06
H 6.384 7.346 5.472  0.08
H 6.416 8.387 4.045  0.08
H 5.615 5.973 3.708  0.13
H 3.970 6.460 2.064  0.10
H 5.107 7.796 2.007  0.12
H 4.476 9.855 2.677  0.09
H 3.602 9.619 4.229  0.07
H 2.734 10.174 2.801  0.09
H 3.413 5.502 4.375  0.05
H 3.162 6.992 4.921  0.08
C 1.372 8.416 -0.970  -0.07
C 0.956 7.190 -0.158  -0.42
C 0.621 5.954 -1.025  -0.20
O -0.643 6.023 -1.693  -0.20
C -0.643 6.819 -2.869  -0.11
N -0.171 7.558 0.712  0.05
H 0.524 8.933 -1.423  0.07
H 1.876 9.144 -0.323  0.08
H 2.074 8.140 -1.763  0.08
H 1.806 6.921 0.478  0.12
H 0.553 5.085 -0.359  0.10
H 1.422 5.735 -1.740  0.12
H 0.303 6.750 -3.413  0.09
H -0.869 7.857 -2.618  0.08
H -1.445 6.459 -3.520  0.09
H -0.376 6.772 1.330  0.05
H -1.005 7.623 0.121  0.07
C -7.383 -0.733 0.207  -0.07
C -7.306 -2.175 -0.292  -0.42
C -6.715 -3.160 0.745  -0.19
O -5.297 -3.070 0.907  -0.21
C -4.867 -1.990 1.723  -0.11
N -6.547 -2.202 -1.551  0.04
H -6.419 -0.222 0.180  0.06
H -8.066 -0.151 -0.425  0.08
H -7.769 -0.693 1.230  0.08
H -8.331 -2.499 -0.502  0.14
H -6.905 -4.179 0.385  0.12
H -7.221 -3.075 1.714  0.12
H -5.564 -1.790 2.542  0.10
H -4.720 -1.097 1.114  0.07
H -3.895 -2.257 2.151  0.06
H -6.589 -3.145 -1.938  0.07
H -5.558 -2.083 -1.315  0.06
C -8.358 -2.745 -7.121  -0.07
C -7.901 -2.451 -5.692  -0.42
C -7.253 -1.057 -5.522  -0.20
O -5.924 -0.953 -6.040  -0.20
C -5.854 -0.788 -7.448  -0.11
N -6.994 -3.522 -5.254  0.04
H -7.535 -3.020 -7.782  0.06
H -9.061 -3.588 -7.125  0.08
H -8.877 -1.883 -7.551  0.08
H -8.793 -2.476 -5.056  0.14
H -7.166 -0.856 -4.447  0.11
H -7.890 -0.264 -5.933  0.12
H -6.680 -0.184 -7.834  0.09
H -5.826 -1.763 -7.938  0.07
H -4.913 -0.278 -7.682  0.09
H -6.776 -3.382 -4.267  0.04
H -6.095 -3.372 -5.722  0.07
C 5.110 -5.923 -6.315  -0.07
C 3.677 -6.430 -6.154  -0.42
C 2.609 -5.459 -6.709  -0.19
O 2.365 -4.312 -5.888  -0.23
C 3.335 -3.283 -6.017  -0.10
N 3.440 -6.738 -4.736  0.04
H 5.378 -5.166 -5.576  0.06
H 5.819 -6.751 -6.191  0.08
H 5.267 -5.504 -7.314  0.08
H 3.599 -7.362 -6.725  0.14
H 1.654 -5.998 -6.749  0.12
H 2.835 -5.155 -7.737  0.12
H 3.715 -3.200 -7.039  0.10
H 4.152 -3.448 -5.313  0.07
H 2.858 -2.335 -5.747  0.08
H 2.523 -7.177 -4.647  0.07
H 3.328 -5.846 -4.244  0.06
C 4.343 2.142 8.266  -0.07
C 3.928 0.917 9.079  -0.43
C 3.592 -0.319 8.211  -0.20
O 2.329 -0.251 7.544  -0.19
C 2.329 0.546 6.368  -0.12
N 2.800 1.285 9.949  0.04
H 3.496 2.659 7.814  0.06
H 4.848 2.871 8.914  0.08
H 5.046 1.867 7.474  0.08
H 4.778 0.648 9.715  0.14
H 3.525 -1.188 8.877  0.12
H 4.394 -0.539 7.497  0.12
H 3.275 0.477 5.824  0.09
H 2.103 1.584 6.619  0.07
H 1.527 0.185 5.717  0.07
H 2.595 0.499 10.567  0.07
H 1.967 1.349 9.358  0.07


# 2
Formula: C42H101F6N11O8P
Source: the OMol25 dataset
Level of theory: the ωB97M-V functional and the def2-TZVPD basis

Values from the calculation:
Molar mass, g/mol: 1033.30
Net charge: -1
ΔE to the lowest compared entry with this formula, charge and spin, kcal per mole: 13.7

Last column: Löwdin charge in e.
Geometry (Å):
P 32.449 8.405 -22.773  0.19
F 32.067 9.363 -21.511  -0.17
F 33.973 8.293 -22.264  -0.15
F 32.040 7.120 -21.831  -0.18
F 32.773 7.335 -23.957  -0.18
F 30.911 8.484 -23.269  -0.17
F 32.784 9.692 -23.688  -0.15
C 32.054 11.629 -30.241  -0.08
C 31.362 12.281 -29.040  -0.27
N 30.736 11.305 -28.149  -0.18
C 29.771 11.956 -27.286  -0.27
C 28.426 12.194 -27.966  -0.08
C 31.776 10.637 -27.369  -0.25
C 31.296 9.421 -26.583  -0.08
H 32.374 12.411 -30.937  0.07
H 31.463 10.896 -30.777  0.07
H 33.010 11.255 -29.870  0.05
H 32.043 12.984 -28.530  0.12
H 30.595 12.987 -29.382  0.10
H 29.568 11.361 -26.395  0.08
H 30.202 12.901 -26.913  0.12
H 27.910 11.240 -28.102  0.07
H 27.743 12.778 -27.342  0.06
H 28.467 12.682 -28.940  0.06
H 32.208 11.353 -26.650  0.11
H 32.613 10.300 -27.978  0.09
H 30.765 9.713 -25.674  0.05
H 32.172 8.888 -26.211  0.05
H 30.646 8.744 -27.139  0.07
C 35.995 5.735 -26.227  -0.08
C 35.399 4.321 -26.259  -0.25
N 35.817 3.519 -25.112  -0.18
C 35.249 3.928 -23.848  -0.26
C 33.734 3.725 -23.665  -0.06
C 35.657 2.103 -25.454  -0.26
C 36.159 1.191 -24.325  -0.09
H 35.499 6.281 -25.421  0.06
H 35.728 6.260 -27.144  0.07
H 37.066 5.675 -26.052  0.07
H 34.301 4.390 -26.271  0.11
H 35.732 3.865 -27.191  0.11
H 35.764 3.451 -23.015  0.09
H 35.367 5.007 -23.722  0.09
H 33.412 2.688 -23.804  0.07
H 33.485 3.964 -22.630  0.06
H 33.188 4.350 -24.371  0.05
H 36.233 1.903 -26.356  0.11
H 34.607 1.838 -25.649  0.11
H 37.194 1.443 -24.091  0.08
H 36.098 0.159 -24.672  0.07
H 35.568 1.288 -23.416  0.06
C 37.053 7.883 -23.392  -0.06
C 38.172 8.054 -24.467  -0.24
N 39.489 7.655 -23.961  -0.16
C 40.524 8.189 -24.850  -0.27
C 40.639 9.714 -24.778  -0.09
C 39.594 6.179 -24.032  -0.27
C 40.660 5.623 -23.090  -0.07
H 36.881 6.826 -23.200  0.03
H 36.158 8.378 -23.759  0.04
H 37.366 8.380 -22.475  0.08
H 37.899 7.530 -25.391  0.09
H 38.217 9.124 -24.668  0.10
H 40.334 7.867 -25.885  0.12
H 41.495 7.812 -24.525  0.10
H 41.604 10.049 -25.174  0.07
H 40.682 10.050 -23.741  0.08
H 39.906 10.243 -25.385  0.06
H 38.631 5.695 -23.859  0.09
H 39.843 5.900 -25.068  0.11
H 40.656 4.537 -23.193  0.08
H 41.618 6.106 -23.253  0.06
H 40.328 5.842 -22.074  0.05
C 28.963 3.906 -25.589  -0.36
O 27.983 3.600 -24.934  0.00
N 29.728 4.995 -25.430  -0.17
C 30.747 5.376 -26.389  -0.05
C 29.557 5.951 -24.360  -0.03
H 29.329 3.304 -26.444  0.13
H 30.858 4.700 -27.234  0.08
H 31.735 5.548 -25.954  0.07
H 30.491 6.373 -26.761  0.08
H 30.518 6.254 -23.950  0.07
H 28.959 6.830 -24.607  0.10
H 29.078 5.533 -23.478  0.07
C 29.360 11.537 -22.449  -0.35
O 29.740 12.406 -21.691  0.02
N 28.408 11.684 -23.393  -0.18
C 27.905 10.532 -24.104  -0.06
C 27.621 12.880 -23.532  -0.05
H 29.694 10.492 -22.374  0.13
H 26.827 10.445 -23.935  0.09
H 28.340 9.564 -23.854  0.08
H 28.027 10.596 -25.191  0.07
H 27.426 13.134 -24.574  0.08
H 26.647 12.795 -23.035  0.09
H 28.153 13.681 -23.020  0.09
C 36.882 5.781 -18.611  -0.35
O 35.933 5.816 -17.851  0.00
N 36.784 5.605 -19.941  -0.17
C 35.509 5.501 -20.625  -0.03
C 37.949 5.320 -20.732  -0.07
H 37.922 5.844 -18.256  0.13
H 34.650 5.434 -19.968  0.10
H 35.510 4.618 -21.270  0.06
H 35.405 6.314 -21.348  0.08
H 37.953 4.248 -20.992  0.10
H 37.969 5.740 -21.738  0.05
H 38.893 5.540 -20.242  0.08
C 31.331 11.230 -18.728  -0.35
O 31.922 12.192 -18.290  0.02
N 30.621 10.370 -17.978  -0.19
C 29.834 9.285 -18.536  -0.06
C 30.329 10.676 -16.582  -0.05
H 31.376 10.916 -19.779  0.11
H 29.812 8.332 -18.011  0.08
H 30.341 9.004 -19.468  0.07
H 28.843 9.648 -18.814  0.09
H 30.320 9.776 -15.972  0.08
H 31.036 11.378 -16.147  0.08
H 29.362 11.189 -16.571  0.09
C 29.078 5.801 -20.171  -0.34
O 27.937 6.136 -19.926  0.01
N 29.429 4.668 -20.821  -0.18
C 28.522 3.837 -21.579  -0.06
C 30.809 4.235 -20.863  -0.07
H 29.973 6.366 -19.869  0.12
H 28.880 3.830 -22.606  0.05
H 27.521 4.259 -21.674  0.09
H 28.332 2.841 -21.174  0.09
H 30.894 3.287 -20.324  0.09
H 31.192 4.102 -21.876  0.07
H 31.495 4.923 -20.369  0.08
C 35.442 11.288 -25.276  -0.33
O 35.732 12.471 -25.255  0.00
N 35.705 10.503 -26.342  -0.18
C 35.267 9.118 -26.336  -0.07
C 36.436 10.935 -27.503  -0.04
H 34.970 10.757 -24.441  0.13
H 34.853 8.705 -25.417  0.07
H 35.939 8.392 -26.787  0.06
H 34.357 9.119 -26.958  0.08
H 36.959 11.872 -27.350  0.09
H 37.194 10.182 -27.748  0.08
H 35.747 10.934 -28.356  0.09
C 36.078 11.106 -18.512  -0.34
O 36.442 11.782 -17.564  -0.01
N 35.407 9.946 -18.391  -0.17
C 35.102 9.096 -19.536  -0.04
C 35.019 9.414 -17.113  -0.05
H 36.292 11.370 -19.556  0.13
H 35.687 9.496 -20.368  0.08
H 34.042 9.119 -19.775  0.08
H 35.513 8.089 -19.462  0.06
H 33.930 9.311 -17.062  0.09
H 35.442 8.432 -16.885  0.08
H 35.293 10.070 -16.290  0.08
C 33.351 12.573 -21.852  -0.33
O 34.225 12.903 -21.068  0.01
N 32.918 13.319 -22.882  -0.17
C 31.950 12.815 -23.837  -0.07
C 33.459 14.630 -23.139  -0.05
H 32.786 11.627 -21.835  0.11
H 31.729 11.769 -23.655  0.06
H 32.389 12.844 -24.842  0.07
H 31.072 13.459 -23.883  0.08
H 33.931 14.626 -24.127  0.08
H 32.713 15.430 -23.175  0.08
H 34.205 14.932 -22.412  0.08


# 3
Formula: C42H102N6O2
Source: the OMol25 dataset
Level of theory: the ωB97M-V functional and the def2-TZVPD basis

Values from the calculation:
Molar mass, g/mol: 723.32
Net charge: -1
<S²>: 0.754
2S+1: 2
ΔE to the lowest compared entry with this formula, charge and spin, kcal per mole: 0.0

Last column: Löwdin charge in e.
Geometry (Å):
C -0.086 0.924 -5.264  -0.07
C 0.062 2.385 -5.696  -0.27
N 0.661 3.127 -4.594  -0.21
C 1.845 3.850 -5.117  -0.26
C 2.968 2.903 -5.236  -0.09
C -0.322 3.783 -3.807  -0.25
C 0.182 4.371 -2.464  -0.07
H -0.957 0.710 -4.645  0.05
H 0.775 0.551 -4.709  0.06
H -0.271 0.417 -6.212  0.07
H 0.619 2.496 -6.626  0.11
H -0.856 2.885 -6.004  0.11
H 1.603 4.348 -6.056  0.11
H 2.140 4.625 -4.410  0.10
H 3.341 2.666 -4.239  0.06
H 2.565 1.946 -5.565  0.07
H 3.809 3.357 -5.761  0.08
H -1.165 3.109 -3.659  0.11
H -0.588 4.681 -4.366  0.11
H 0.447 3.639 -1.701  0.05
H -0.697 4.853 -2.035  0.07
H 1.087 4.978 -2.504  0.05
C 1.482 -2.929 -2.762  -0.10
C 1.259 -2.708 -4.201  -0.28
N 2.342 -3.152 -5.103  -0.17
C 2.766 -4.521 -4.944  -0.31
C 1.796 -5.546 -5.414  -0.09
C 1.955 -2.886 -6.538  -0.24
C 3.121 -3.068 -7.519  -0.09
H 2.421 -2.440 -2.501  0.08
H 1.624 -4.005 -2.653  0.06
H 0.732 -2.646 -2.024  0.07
H 0.413 -3.363 -4.408  0.10
H 1.180 -1.634 -4.366  0.10
H 3.742 -4.612 -5.423  0.11
H 3.062 -4.800 -3.933  0.11
H 1.662 -5.540 -6.496  0.07
H 2.217 -6.474 -5.026  0.08
H 0.843 -5.254 -4.971  0.07
H 1.631 -1.855 -6.687  0.10
H 1.084 -3.506 -6.753  0.10
H 3.949 -2.414 -7.249  0.08
H 2.761 -2.774 -8.505  0.07
H 3.552 -4.069 -7.561  0.06
C 1.402 -3.609 3.437  -0.10
C 0.461 -3.346 4.614  -0.25
N 1.161 -3.621 5.891  -0.17
C 0.255 -4.222 6.917  -0.23
C -0.782 -3.243 7.460  -0.09
C 1.853 -2.412 6.331  -0.25
C 2.842 -2.551 7.516  -0.09
H 1.665 -4.667 3.463  0.07
H 2.297 -2.987 3.460  0.06
H 0.957 -3.384 2.467  0.05
H 0.050 -2.336 4.615  0.10
H -0.316 -4.087 4.428  0.10
H -0.060 -5.221 6.613  0.10
H 0.911 -4.404 7.768  0.08
H -1.583 -3.794 7.954  0.07
H -0.329 -2.531 8.150  0.05
H -1.098 -2.546 6.684  0.06
H 1.204 -1.567 6.560  0.08
H 2.532 -2.016 5.577  0.10
H 2.618 -1.845 8.316  0.06
H 3.891 -2.356 7.293  0.06
H 2.840 -3.547 7.961  0.05
C -4.047 -0.574 1.887  -0.09
C -3.835 -1.851 2.731  -0.25
N -4.741 -2.102 3.851  -0.20
C -4.672 -1.114 4.876  -0.28
C -5.671 -1.297 5.945  -0.12
C -4.767 -3.508 4.258  -0.24
C -3.458 -4.034 4.900  -0.07
H -5.125 -0.457 1.772  0.07
H -3.456 -0.715 0.982  0.05
H -3.683 0.331 2.374  0.07
H -3.904 -2.671 2.016  0.11
H -2.802 -1.797 3.072  0.10
H -4.930 -0.160 4.416  0.12
H -3.698 -1.059 5.362  0.12
H -5.824 -0.426 6.584  0.07
H -5.406 -2.065 6.671  0.07
H -6.664 -1.582 5.599  0.08
H -5.666 -3.484 4.873  0.09
H -4.995 -4.090 3.365  0.10
H -2.902 -3.263 5.432  0.05
H -3.545 -4.840 5.629  0.07
H -2.841 -4.259 4.031  0.06
C -4.186 2.401 -0.688  -0.07
C -5.060 1.198 -1.196  -0.23
N -4.806 0.672 -2.561  -0.15
C -3.334 0.366 -2.784  -0.26
C -3.113 -1.032 -2.329  -0.10
C -5.216 1.708 -3.556  -0.25
C -5.307 1.143 -5.016  -0.08
H -4.349 2.671 0.355  0.07
H -4.506 3.263 -1.275  0.05
H -3.119 2.252 -0.851  0.04
H -5.011 0.392 -0.464  0.07
H -6.093 1.546 -1.179  0.10
H -2.981 0.446 -3.812  0.09
H -2.632 0.988 -2.230  0.09
H -3.619 -1.743 -2.983  0.07
H -2.037 -1.203 -2.334  0.07
H -3.534 -1.324 -1.367  0.06
H -4.570 2.582 -3.479  0.10
H -6.183 2.097 -3.238  0.10
H -5.799 0.171 -5.042  0.07
H -4.342 1.139 -5.523  0.05
H -5.940 1.835 -5.571  0.06
C 4.110 2.596 -0.496  -0.09
C 4.184 4.049 -0.938  -0.26
N 5.491 4.354 -1.488  -0.17
C 5.762 3.652 -2.786  -0.23
C 7.285 3.514 -3.162  -0.09
C 5.838 5.771 -1.636  -0.27
C 5.877 6.522 -0.344  -0.12
H 3.859 1.885 -1.284  0.06
H 3.400 2.542 0.330  0.06
H 5.027 2.257 -0.014  0.08
H 3.326 4.257 -1.578  0.10
H 4.088 4.622 -0.015  0.11
H 5.411 2.628 -2.915  0.10
H 5.311 4.229 -3.594  0.09
H 7.874 4.422 -3.287  0.05
H 7.719 2.893 -2.378  0.07
H 7.477 3.011 -4.110  0.06
H 5.107 6.330 -2.220  0.12
H 6.866 5.863 -1.988  0.11
H 6.361 7.497 -0.407  0.07
H 6.556 6.059 0.372  0.08
H 4.867 6.688 0.030  0.07
C -0.578 0.297 8.173  -0.11
C -1.150 0.628 6.794  -0.62
O -0.577 0.225 5.691  -0.23
C -2.431 1.403 6.864  -0.13
H -0.787 1.148 8.821  0.04
H 0.483 0.132 7.985  0.05
H -1.064 -0.622 8.500  0.03
H -2.458 1.898 5.893  0.06
H -2.389 2.156 7.652  0.04
H -3.331 0.801 6.992  0.03
C -0.375 -0.250 2.043  -0.02
C -0.580 0.700 0.928  -0.52
O -1.461 1.505 0.976  0.07
C 0.416 0.689 -0.197  -0.01
H -0.669 0.155 3.011  0.08
H 0.685 -0.407 2.245  0.09
H -0.944 -1.132 1.748  0.08
H 1.294 1.299 0.015  0.07
H 0.161 1.364 -1.014  0.06
H 0.797 -0.290 -0.484  0.08